Run i
DFT (ωB97M-V/def2-TZVPD) results for a single C6H7I molecule.

XYZ file:
```
14
Properties=species:S:1:pos:R:3
H -0.862 2.019 0.275
C 2.070 -0.013 -0.127
C -0.376 -1.366 -0.600
C 0.810 -0.726 -0.040
H -0.820 -2.064 -0.023
C -0.292 0.117 0.000
H -0.522 -1.617 -1.716
C 1.114 0.693 -1.117
H -1.316 0.876 1.634
I 1.349 -0.122 -3.166
C -1.274 1.120 0.633
H 2.323 0.493 0.846
H -2.114 0.781 0.080
H 2.954 -0.640 -0.468
```

Properties
Orbital gap ... 8.668 eV
HOMO energy ... -8.144 eV
SMILES ... C[C@]12C[C@@]13C[C@]23I

natural (NBO) population analysis, charges in e, atoms 1 to 5: atom 1 (H): 0.253, atom 2 (C): -0.476, atom 3 (C): -0.415, atom 4 (C): -0.041, atom 5 (H): 0.201

Run ii
DFT (ωB97M-V/def2-TZVPD) results for a single C6H7I molecule.

XYZ file:
```
14
Properties=species:S:1:pos:R:3
C -0.137 0.758 0.262
C 0.015 2.100 -0.274
C -1.111 -0.107 0.338
H 1.348 0.020 1.515
C 0.038 -1.336 0.353
H 0.610 1.954 -1.154
C 0.106 -2.465 -0.344
H 0.375 2.723 0.490
H -0.902 -2.911 -0.643
C 1.017 -0.239 0.564
H 1.735 -0.130 -0.314
H -0.990 2.565 -0.518
H 1.102 -2.901 -0.496
I -3.205 -0.033 0.221
```

Properties
Orbital gap ... 9.247 eV
HOMO energy ... -8.656 eV
SMILES ... C=C1CC(C)=C1I

natural (NBO) population analysis, charges in e, atoms 1 to 5: atom 1 (C): -0.001, atom 2 (C): -0.655, atom 3 (C): -0.185, atom 4 (H): 0.226, atom 5 (C): 0.039

Which structure is most stable, and how do the rest compare? From most to least stable: run ii, run i.

Run i
DFT (ωB97M-V/def2-TZVPD) results for a single C4H6O3S molecule.

XYZ file:
```
14
Properties=species:S:1:pos:R:3
O -1.956 1.679 -1.959
O 0.438 1.445 -1.616
O -0.750 -0.600 -2.113
C 1.764 -1.104 1.469
H 1.634 -2.013 1.929
H 1.492 0.753 0.645
H -0.931 -0.655 1.854
C -1.275 0.356 0.234
H 2.819 -0.804 1.418
S -0.834 0.911 -1.400
H -2.307 0.492 0.411
C -0.416 -0.064 1.149
C 1.040 -0.080 1.026
H -0.719 -0.316 -3.049
```

Properties
Orbital gap ... 9.796 eV
HOMO energy ... -10.022 eV
SMILES ... C=C/C=C\S(=O)(=O)O

natural (NBO) population analysis, charges in e, atoms 1 to 5: atom 1 (O): -0.920, atom 2 (O): -0.925, atom 3 (O): -0.868, atom 4 (C): -0.324, atom 5 (H): 0.206

Run ii
DFT (ωB97M-V/def2-TZVPD) results for C4H6O3S as an isolated structure.

XYZ file:
```
14
Properties=species:S:1:pos:R:3
H 1.944 0.667 0.049
C 1.121 0.088 -0.200
O -1.655 2.556 0.540
C -0.155 0.748 0.433
H -0.667 2.153 -1.267
C -0.870 1.895 -0.126
H 1.175 0.100 -1.363
H 1.258 -1.845 1.148
H -0.285 0.776 1.521
C 0.878 -1.407 0.165
O -1.750 -1.586 1.009
O -1.283 -1.077 -1.356
H 1.168 -2.109 -0.616
S -0.878 -0.959 0.063
```

Properties
Orbital gap ... 10.386 eV
HOMO energy ... -10.575 eV

natural (NBO) population analysis, charges in e, atoms 1 to 5: atom 1 (H): 0.238, atom 2 (C): -0.441, atom 3 (O): -0.485, atom 4 (C): -0.530, atom 5 (H): 0.131

Which structure is most stable, and how do the rest compare? From most to least stable: run ii, run i.

Run i
DFT (ωB97M-V/def2-TZVPD) results for a single C5H9NS2 molecule.

XYZ file:
```
17
Properties=species:S:1:pos:R:3
C 0.561 0.860 -0.162
C -0.085 -1.571 0.055
H -2.092 0.517 1.145
S -0.554 2.217 -0.227
H -0.089 -1.490 1.140
C -1.147 -0.781 -0.532
H 1.916 1.219 1.466
C -2.437 -0.263 0.264
H 2.103 2.456 0.029
S 3.031 -0.171 -0.098
N 0.097 -0.349 -0.557
H 3.624 0.582 -1.291
H -1.704 -0.944 -1.602
C 1.978 1.223 0.227
H 0.608 -2.523 -0.169
H -3.010 0.408 -0.246
H -2.801 -1.389 0.558
```

Properties
Orbital gap ... 8.266 eV
HOMO energy ... -8.262 eV
SMILES ... C[C@@H]1CN1C(=S)CS

natural (NBO) population analysis, charges in e, atoms 1 to 5: atom 1 (C): 0.195, atom 2 (C): -0.235, atom 3 (H): 0.231, atom 4 (S): -0.225, atom 5 (H): 0.189

Run ii
DFT (ωB97M-V/def2-TZVPD) results for a single C5H9NS2 molecule.

XYZ file:
```
17
Properties=species:S:1:pos:R:3
H 1.029 2.708 0.417
C -0.619 -0.304 -0.175
C 1.136 1.652 -1.446
H -0.136 -2.044 -0.831
H 0.416 2.299 -2.127
N 0.311 -1.241 -0.410
H 2.180 2.014 -1.452
S -2.196 -0.674 -0.551
H 2.805 -0.785 -0.404
H -1.999 1.210 1.441
H 1.028 0.631 -1.822
S 1.807 -1.253 0.506
H -0.843 0.200 2.509
C 0.635 1.855 -0.077
H -0.668 2.097 2.175
C -0.172 0.911 0.526
C -0.941 1.087 1.787
```

Properties
Orbital gap ... 8.808 eV
HOMO energy ... -8.501 eV
SMILES ... C/C=C(/C)C(=S)NS

natural (NBO) population analysis, charges in e, atoms 1 to 5: atom 1 (H): 0.207, atom 2 (C): 0.113, atom 3 (C): -0.660, atom 4 (H): 0.424, atom 5 (H): 0.232

Which structure is most stable, and how do the rest compare? From most to least stable: run ii, run i.

Run i
DFT (ωB97M-V/def2-TZVPD) results for a single C5H8ClNO molecule.

XYZ file:
```
16
Properties=species:S:1:pos:R:3
H 0.930 0.622 1.468
C -0.057 -1.187 0.713
C 0.783 0.210 0.490
H 0.384 1.575 -1.098
N -1.473 -0.709 0.655
H -2.381 -1.808 -0.942
H 0.263 -1.906 -0.087
H 0.153 -1.513 1.833
H -0.528 -0.682 -1.406
H -3.375 -0.421 -0.327
Cl 2.415 -0.245 -0.266
H -1.513 1.402 0.789
O -0.805 2.036 0.367
C -0.255 1.088 -0.425
C -1.180 -0.026 -0.749
C -2.331 -0.825 -0.568
```

Properties
Orbital gap ... 10.477 eV
HOMO energy ... -9.621 eV
SMILES ... O[C@H]1[C@H](Cl)CN2C[C@@H]12

natural (NBO) population analysis, charges in e, atoms 1 to 5: atom 1 (H): 0.222, atom 2 (C): -0.261, atom 3 (C): -0.172, atom 4 (H): 0.213, atom 5 (N): -0.458

Run ii
DFT (ωB97M-V/def2-TZVPD) results for a single C5H8ClNO molecule.

XYZ file:
```
16
Properties=species:S:1:pos:R:3
C -0.701 0.176 -0.778
N -0.867 -0.559 0.512
H -0.139 -0.319 -1.726
H 0.598 -1.520 1.699
H 1.551 0.764 1.432
H -0.471 1.933 1.092
H 1.076 1.409 -1.414
O -0.006 2.315 0.357
C -1.965 -0.634 -0.420
Cl 2.934 -0.200 -0.280
C 0.452 1.171 -0.457
H -2.094 -1.510 -1.010
H 0.791 -1.902 -0.046
C 1.278 0.252 0.428
H -2.946 -0.239 -0.090
C 0.510 -1.136 0.701
```

Properties
Orbital gap ... 10.226 eV
HOMO energy ... -9.326 eV
SMILES ... O[C@H]1[C@H](Cl)CN2C[C@@H]12

natural (NBO) population analysis, charges in e, atoms 1 to 5: atom 1 (C): -0.134, atom 2 (N): -0.466, atom 3 (H): 0.153, atom 4 (H): 0.213, atom 5 (H): 0.249

Which structure is most stable, and how do the rest compare? From most to least stable: run ii, run i.

Run i
DFT (ωB97M-V/def2-TZVPD) results for C4H2ClO2 as an isolated structure.

XYZ file:
```
9
Properties=species:S:1:pos:R:3
H -0.795 0.675 0.416
O -1.527 -2.293 -0.106
O 1.304 0.285 2.295
C -0.745 -1.482 0.518
C 0.650 -0.412 1.544
C -0.096 -1.571 1.726
H 0.556 0.219 -0.601
Cl -0.530 -2.597 2.999
C -0.077 -0.089 0.199
```

Properties
Orbital gap ... 7.459 eV
HOMO energy ... -3.654 eV
Charge ... -1

natural (NBO) population analysis, charges in e, atoms 1 to 5: atom 1 (H): 0.191, atom 2 (O): -0.709, atom 3 (O): -0.669, atom 4 (C): 0.494, atom 5 (C): 0.512

Run ii
DFT (ωB97M-V/def2-TZVPD) results for an isolated ion of composition C4H2ClO2 and charge -1.

XYZ file:
```
9
Properties=species:S:1:pos:R:3
Cl -0.417 0.954 2.133
C 0.936 0.450 -0.268
C -0.080 0.091 -1.170
C -0.971 -0.498 -0.248
H -0.107 0.227 -2.151
H 0.603 -1.040 1.289
C 0.108 -0.213 0.935
O 1.950 1.156 -0.194
O -2.022 -1.126 -0.327
```

Properties
Orbital gap ... 7.875 eV
HOMO energy ... -4.016 eV
Charge ... -1
SMILES ... O=C1C=C([O-])[C@@H]1Cl

natural (NBO) population analysis, charges in e, atoms 1 to 5: atom 1 (Cl): -0.093, atom 2 (C): 0.515, atom 3 (C): -0.563, atom 4 (C): 0.526, atom 5 (H): 0.179

Which structure is most stable, and how do the rest compare? From most to least stable: run ii, run i.

Run i
DFT (ωB97M-V/def2-TZVPD) results for a single C3H2O4 molecule.

XYZ file:
```
9
Properties=species:S:1:pos:R:3
H 0.201 1.759 -0.969
O -1.343 -1.169 0.010
O 1.374 -1.266 1.548
C 0.757 -0.067 0.882
H 2.057 -1.071 2.163
C -0.388 -0.279 -0.211
C -0.418 0.860 -1.385
O -1.307 0.787 -2.114
O 1.030 1.176 0.942
```

Properties
Orbital gap ... 8.572 eV
HOMO energy ... -10.137 eV
SMILES ... O=CC(=O)C(=O)O

natural (NBO) population analysis, charges in e, atoms 1 to 5: atom 1 (H): 0.174, atom 2 (O): -0.440, atom 3 (O): -0.687, atom 4 (C): 0.710, atom 5 (H): 0.498

Run ii
DFT (ωB97M-V/def2-TZVPD) results for C3H2O4 as an isolated structure.

XYZ file:
```
9
Properties=species:S:1:pos:R:3
O 0.193 0.966 0.354
O 0.597 -0.945 0.021
O 2.586 0.423 -0.110
C -1.977 -0.326 0.134
C 1.254 0.210 0.091
C -0.584 -0.276 0.529
H -2.329 -1.442 0.040
H 2.881 0.746 -0.946
O -2.621 0.644 -0.113
```

Properties
Orbital gap (alpha / beta) ... 8.204 / 8.205 eV
HOMO energy (alpha / beta) ... -8.369 / -8.370 eV

natural (NBO) population analysis, charges in e, atoms 1 to 5: atom 1 (O): -0.398, atom 2 (O): -0.407, atom 3 (O): -0.663, atom 4 (C): 0.308, atom 5 (C): 0.883

Which structure is most stable, and how do the rest compare? From most to least stable: run i, run ii.

Run i
DFT (ωB97M-V/def2-TZVPD) results for a 2-piece molecular cluster, C2H2BrNO2S2 overall.

XYZ file:
```
10
Properties=species:S:1:pos:R:3
S 1.187 0.183 -0.260
C -1.223 0.534 -1.180
H -1.837 0.728 -0.325
Br -1.663 -0.962 -2.181
H -1.307 1.349 -1.863
C 0.307 -0.989 2.369
O 1.473 1.394 0.510
O 2.079 -0.081 -1.375
S 1.130 -1.693 1.025
N -0.146 -0.463 3.280
```

Properties
Orbital gap (alpha / beta) ... 7.334 / 6.911 eV
HOMO energy (alpha / beta) ... -9.947 / -9.938 eV

natural (NBO) population analysis, charges in e, atoms 1 to 5: atom 1 (S): 1.756, atom 2 (C): -0.466, atom 3 (H): 0.213, atom 4 (Br): 0.156, atom 5 (H): 0.209

Run ii
DFT (ωB97M-V/def2-TZVPD) results for C2H2BrNO2S2 as an isolated structure.

XYZ file:
```
10
Properties=species:S:1:pos:R:3
N -1.905 0.234 0.079
H 1.408 -0.149 1.784
O 2.762 1.507 -0.821
C -2.694 -0.620 0.028
S 1.346 1.396 -0.747
Br 1.237 -1.502 -0.139
C 0.935 0.029 0.836
S -3.669 -1.910 -0.100
H -0.111 0.154 1.029
O 0.692 0.861 -1.949
```

Properties
Orbital gap (alpha / beta) ... 8.020 / 5.405 eV
HOMO energy (alpha / beta) ... -10.439 / -9.359 eV

natural (NBO) population analysis, charges in e, atoms 1 to 5: atom 1 (N): -0.275, atom 2 (H): 0.233, atom 3 (O): -0.855, atom 4 (C): -0.029, atom 5 (S): 1.736

Which structure is most stable, and how do the rest compare? From most to least stable: run i, run ii.

Run i
DFT (ωB97M-V/def2-TZVPD) results for a 2-piece molecular cluster, C2H7N2OS overall.

XYZ file:
```
13
Properties=species:S:1:pos:R:3
H 1.420 1.619 0.766
N 1.966 -1.062 -0.734
H -2.396 -0.792 1.533
H -3.099 -0.237 -0.671
C -2.125 0.106 -0.667
C 1.877 -0.241 0.100
S -1.303 -0.840 0.683
H 2.351 -2.001 -0.963
O -0.094 -0.066 1.005
N 2.113 0.931 0.502
H 2.986 1.369 0.283
H -1.514 0.032 -1.520
H -2.181 1.184 -0.316
```

Properties
Orbital gap ... 9.699 eV
HOMO energy ... -13.610 eV
Charge ... +1

natural (NBO) population analysis, charges in e, atoms 1 to 5: atom 1 (H): 0.470, atom 2 (N): -0.536, atom 3 (H): 0.075, atom 4 (H): 0.241, atom 5 (C): -0.769

Run ii
DFT (ωB97M-V/def2-TZVPD) results for an isolated ion of composition C2H7N2OS and charge +1.

XYZ file:
```
13
Properties=species:S:1:pos:R:3
O 0.567 1.265 2.252
H 1.457 1.817 0.206
H 0.016 2.783 -0.256
C 0.276 -0.831 -0.330
H 0.522 1.749 -1.499
H -1.423 -1.721 -1.063
C 0.471 1.777 -0.490
N -0.336 0.597 1.937
H 0.907 -0.999 0.462
N -0.582 -1.992 -0.560
H -1.125 -2.303 0.212
H -0.032 -2.746 -0.933
S -0.719 0.603 0.064
```

Properties
Orbital gap (alpha / beta) ... 7.585 / 7.584 eV
HOMO energy (alpha / beta) ... -12.792 / -12.792 eV
Charge ... +1
SMILES ... C/S(=C/[NH3+])#[N+][O-]

natural (NBO) population analysis, charges in e, atoms 1 to 5: atom 1 (O): -0.153, atom 2 (H): 0.284, atom 3 (H): 0.253, atom 4 (C): -0.548, atom 5 (H): 0.264

Which structure is most stable, and how do the rest compare? From most to least stable: run i, run ii.